No. 1
# C6H8

C6H8 as an isolated structure (ωB97M-V with the def2-TZVPD basis set, OMol25).

Computed properties:
Gap between HOMO and LUMO, Ha: 0.36746
HOMO level, eV: -8.8265
LUMO, eV: 1.17
2S+1: 1
DFT total energy, eV: -6349.5374

Element x y z (Å)
C (0.027, -1.253, 0.435)
C (1.033, -0.128, 0.051)
C (0.204, 0.000, -1.264)
C (-0.966, -0.286, -0.275)
C (-0.858, 0.940, 0.638)
C (0.455, 1.040, 0.855)
H (-0.132, -1.446, 1.500)
H (0.189, -2.188, -0.115)
H (2.114, -0.283, 0.048)
H (0.383, -0.815, -1.974)
H (0.215, 0.971, -1.770)
H (-1.951, -0.618, -0.606)
H (-1.673, 1.557, 0.998)
H (1.011, 1.752, 1.453)

Cartesian forces (eV/Å) of the 2 atoms listed first:
C 0.00 -0.19 0.12
C 0.27 0.00 0.03

No. 2
# C10H23N3O10S

C10H23N3O10S as an isolated structure at a distorted geometry (ωB97M-V with the def2-TZVPD basis set, OMol25).

Computed properties:
Gap between HOMO and LUMO, Ha: 0.37066
HOMO level, eV: -9.7341
LUMO, eV: 0.35
2S+1: 1
DFT total energy, eV: -46522.5481

Element x y z (Å)
N (-2.611, -0.778, -0.817)
C (-1.424, -0.602, -1.665)
N (-0.887, 0.691, -1.391)
N (-1.921, -0.698, -3.039)
C (-0.386, -1.761, -1.348)
C (0.978, -1.292, -0.980)
C (1.829, -2.221, -0.161)
O (3.125, -1.572, -0.194)
S (3.249, -0.797, -1.598)
O (3.332, 0.606, -1.435)
O (4.242, -1.322, -2.450)
O (1.797, -1.188, -2.184)
H (-2.973, -1.715, -0.935)
H (-2.308, -0.656, 0.144)
H (-1.538, 1.285, -0.904)
H (-0.487, 1.138, -2.202)
H (-1.138, -0.578, -3.673)
H (-2.317, -1.616, -3.205)
H (-0.273, -2.365, -2.241)
H (-0.815, -2.404, -0.590)
H (1.063, -0.344, -0.458)
H (1.511, -2.161, 0.875)
H (1.863, -3.247, -0.503)
C (0.842, 4.511, -2.247)
O (-0.450, 4.343, -2.838)
C (-1.249, 5.403, -2.718)
O (-0.972, 6.438, -2.172)
O (-2.409, 5.114, -3.307)
C (-3.372, 6.169, -3.255)
H (1.392, 3.588, -2.407)
H (1.381, 5.329, -2.719)
H (0.754, 4.684, -1.176)
H (-3.001, 7.054, -3.767)
H (-3.625, 6.408, -2.224)
H (-4.260, 5.807, -3.765)
C (-1.363, -3.346, 5.694)
O (-0.061, -3.715, 6.152)
C (0.922, -3.439, 5.297)
O (0.794, -2.925, 4.216)
O (2.070, -3.829, 5.845)
C (3.222, -3.592, 5.032)
H (-2.060, -3.624, 6.478)
H (-1.422, -2.273, 5.527)
H (-1.617, -3.885, 4.783)
H (3.345, -2.528, 4.839)
H (3.152, -4.141, 4.095)
H (4.079, -3.953, 5.593)

Cartesian forces (eV/Å) of the 2 atoms listed first:
N 0.39 0.58 -0.01
C -0.95 -0.84 -0.01